(1)
{"formula": "C42H45N8O4PReS", "method": "ωB97M-V/def2-TZVPD", "species": ["Re", "O", "C", "C", "C", "C", "C", "C", "C", "O", "N", "N", "C", "C", "C", "C", "C", "C", "N", "H", "H", "H", "H", "H", "H", "H", "H", "H", "H", "C", "O", "C", "C", "C", "C", "C", "C", "C", "N", "C", "C", "N", "C", "C", "C", "C", "N", "C", "C", "N", "C", "C", "C", "C", "H", "H", "H", "H", "H", "H", "H", "H", "H", "H", "H", "H", "H", "H", "C", "C", "C", "P", "C", "C", "C", "C", "C", "C", "H", "H", "H", "H", "H", "H", "H", "H", "H", "H", "H", "H", "H", "H", "H", "H", "H", "H", "H", "H", "H", "O", "S", "N"], "coordinates": [[0.3230, -1.7018, -0.4160], [3.0629, -3.8378, 2.6566], [3.5837, -4.7821, 1.8341], [4.5684, -5.6487, 2.2941], [5.0983, -6.6188, 1.4677], [4.6473, -6.7431, 0.1574], [3.6788, -5.8823, -0.3071], [3.1323, -4.8776, 0.5088], [2.1221, -3.9768, -0.0660], [1.5057, -3.0885, 0.6441], [1.8011, -4.1590, -1.3419], [0.7725, -3.3541, -1.6401], [-0.0844, -3.7100, -2.5400], [-1.3964, -3.1308, -2.3812], [-2.4774, -3.4446, -3.1946], [-3.7423, -3.0293, -2.8289], [-3.9026, -2.3196, -1.6428], [-2.7873, -2.0147, -0.8942], [-1.5495, -2.3874, -1.2539], [3.4699, -3.9234, 3.5255], [4.9172, -5.5551, 3.3178], [5.8628, -7.2845, 1.8463], [5.0472, -7.5123, -0.4894], [3.3150, -5.9675, -1.3203], [0.1173, -4.5439, -3.2025], [-2.3098, -4.0285, -4.0906], [-4.6005, -3.2639, -3.4451], [-4.8801, -2.0113, -1.2992], [-2.8869, -1.4605, 0.0276], [-7.8837, 8.7908, 3.1771], [-7.5804, 7.6109, 3.9157], [-6.7137, 6.7371, 3.3970], [-6.4647, 5.5886, 4.1566], [-5.5929, 4.6309, 3.7042], [-4.9392, 4.7820, 2.4755], [-5.1824, 5.9334, 1.7303], [-6.0572, 6.9068, 2.1765], [-4.0452, 3.7341, 2.0124], [-3.6521, 2.6919, 2.7176], [-2.8436, 1.9753, 1.8958], [-2.7285, 2.5774, 0.6538], [-3.5076, 3.7004, 0.7456], [-1.9798, 2.0248, -0.4207], [-1.8767, 2.5521, -1.7193], [-1.1681, 1.8573, -2.6665], [-0.5414, 0.6590, -2.3207], [-0.5848, 0.1526, -1.0961], [-1.3084, 0.8163, -0.1494], [-1.4016, 0.1988, 1.1391], [-0.7237, -0.9677, 1.2934], [-0.8021, -1.6185, 2.4487], [-1.5568, -1.1355, 3.5201], [-2.2344, 0.0525, 3.3914], [-2.1704, 0.7475, 2.1714], [-8.6084, 9.3354, 3.7710], [-8.3178, 8.5434, 2.2067], [-6.9937, 9.4071, 3.0379], [-6.9804, 5.4809, 5.1026], [-5.4008, 3.7426, 4.2922], [-4.6712, 6.1116, 0.7899], [-6.2192, 7.7939, 1.5804], [-3.6848, 4.3762, 0.0245], [-2.3597, 3.4880, -1.9723], [-1.0869, 2.2209, -3.6820], [-0.0046, 0.0902, -3.0617], [-0.2330, -2.5387, 2.5232], [-1.5850, -1.6990, 4.4419], [-2.8148, 0.4692, 4.2057], [4.9238, -1.8693, 0.0823], [4.4598, -1.5134, -1.3389], [4.5701, -2.7213, -2.2737], [2.7956, -0.6639, -1.3480], [3.2787, 0.9104, -0.4020], [2.1787, 1.5120, 0.4773], [3.8144, 2.0655, -1.2490], [2.5912, -0.1549, -3.1509], [3.8466, 0.1771, -3.9685], [1.7923, -1.2034, -3.9397], [5.6776, -2.6558, 0.0322], [4.1042, -2.2359, 0.6995], [5.3716, -1.0222, 0.6014], [5.1103, -0.7242, -1.7278], [3.9203, -3.5365, -1.9691], [5.5988, -3.0860, -2.2499], [4.3388, -2.4792, -3.3095], [4.0860, 0.6033, 0.2610], [1.3947, 1.9280, -0.1643], [2.6208, 2.3455, 1.0295], [0.7740, 1.0521, 1.8910], [3.1216, 2.3668, -2.0356], [4.7789, 1.8322, -1.6867], [3.9687, 2.9300, -0.5997], [1.9878, 0.7556, -3.0923], [4.5464, -0.6539, -4.0138], [4.3758, 1.0512, -3.6188], [3.5312, 0.3838, -4.9943], [2.4283, -2.0330, -4.2492], [1.3881, -0.7523, -4.8497], [0.9710, -1.6252, -3.3680], [3.6393, 0.9173, 2.9276], [2.5614, -0.0506, 2.6456], [1.5457, 0.5875, 1.4164]], "relative_energy_kcal_mol": 25.4, "multiplicity": 4, "homo_energy_ev": [-11.94, -11.95], "charge": 2, "s_squared": 3.78, "total_energy_ev": -86637.420}

(2)
{"formula": "C42H46BrCsN8O2S", "method": "ωB97M-V/def2-TZVPD", "species": ["Cs", "C", "C", "C", "N", "C", "C", "C", "C", "C", "C", "C", "N", "C", "C", "C", "N", "C", "C", "C", "C", "C", "C", "C", "N", "C", "C", "H", "H", "H", "H", "H", "H", "H", "H", "H", "H", "H", "H", "H", "H", "H", "H", "H", "H", "H", "H", "H", "H", "H", "H", "H", "H", "O", "C", "C", "C", "C", "C", "C", "C", "O", "N", "N", "C", "C", "Br", "C", "C", "C", "C", "C", "C", "C", "H", "H", "H", "H", "H", "H", "H", "H", "H", "H", "H", "H", "H", "H", "C", "N", "C", "C", "N", "C", "S", "H", "H", "H", "H", "H", "H"], "coordinates": [[0.2362, 0.4521, 0.1620], [3.6760, 3.4248, 1.8507], [3.2926, 3.5266, 3.3751], [2.0159, 2.7075, 3.7833], [0.8036, 3.1949, 3.0395], [-0.3286, 2.9599, 3.6249], [-0.4688, 2.5348, 4.9823], [-1.3765, 3.0751, 5.8761], [-2.2547, 4.1021, 5.6945], [-2.9938, 4.2198, 4.5126], [-2.7949, 3.5997, 3.3036], [-1.5476, 3.0919, 2.7690], [-1.4325, 2.6985, 1.5296], [-2.5876, 2.7673, 0.6560], [-2.3586, 2.9795, -0.9000], [-1.2349, 3.9130, -1.1647], [-0.0272, 3.1287, -1.5217], [1.0883, 3.7796, -1.5536], [1.2612, 5.2275, -1.7982], [2.0361, 5.6868, -2.7947], [2.8475, 5.0712, -3.7660], [3.5185, 3.8461, -3.6543], [3.2574, 2.8889, -2.6777], [2.3080, 2.8803, -1.6257], [2.4695, 2.0654, -0.6098], [3.7396, 1.8513, -0.1326], [3.7131, 1.9731, 1.3908], [4.6501, 3.9808, 1.7267], [2.9014, 4.0279, 1.3287], [3.1366, 4.5841, 3.6903], [4.1248, 3.2064, 3.9783], [1.9352, 2.7278, 4.8850], [2.0974, 1.6249, 3.5228], [0.2626, 1.8706, 5.3700], [-1.2114, 2.6740, 6.9013], [-2.3583, 4.8972, 6.4430], [-3.8786, 4.8700, 4.5275], [-3.5779, 3.4439, 2.6104], [-3.2862, 3.5245, 0.9936], [-3.0615, 1.8160, 0.7770], [-3.2515, 3.3766, -1.3003], [-2.1452, 2.0542, -1.4493], [-1.0917, 4.5735, -0.2991], [-1.5825, 4.5364, -2.0201], [0.7868, 5.9139, -1.0939], [1.8663, 6.7253, -3.0528], [3.1042, 5.6892, -4.6693], [4.3243, 3.6527, -4.4320], [3.8494, 1.9604, -2.5675], [4.4743, 2.6293, -0.5346], [4.2231, 0.9627, -0.5207], [4.5760, 1.4431, 1.8016], [2.8710, 1.4488, 1.7728], [-3.6329, -1.8605, -0.0975], [-3.7990, -3.1189, -0.0809], [-4.9835, -3.7270, -0.6040], [-5.0282, -5.0556, -0.8963], [-3.9672, -5.9185, -0.3983], [-2.8277, -5.3367, 0.1836], [-2.7283, -3.9706, 0.4093], [-1.4781, -3.3018, 1.0023], [-1.4279, -1.9132, 1.0776], [-0.4344, -3.8773, 0.1805], [0.8123, -3.3276, 0.3962], [1.7266, -3.8853, -0.3567], [3.1017, -3.4781, -0.3238], [3.3788, -1.6236, -0.5224], [4.1809, -4.4166, -0.4723], [4.2701, -5.8155, -0.0721], [5.5394, -6.4367, -0.2089], [5.7152, -7.7053, 0.3204], [4.6087, -8.4175, 0.8367], [3.3606, -7.7658, 0.9722], [3.1300, -6.5046, 0.4505], [-2.3475, -1.7278, 0.6072], [-5.8361, -3.1084, -0.8334], [-5.9907, -5.4361, -1.3022], [-4.0465, -7.0493, -0.4432], [-2.0540, -6.0424, 0.5055], [-1.4066, -3.7880, 1.9849], [-0.4139, -4.8898, 0.2996], [1.3598, -4.7585, -0.8899], [5.0557, -4.0152, -0.9477], [6.3130, -5.8455, -0.6923], [6.6509, -8.2362, 0.1295], [4.7164, -9.4062, 1.1646], [2.5910, -8.3014, 1.4840], [2.1182, -6.0788, 0.3718], [-4.0002, 0.8401, -5.9728], [-4.3177, 0.2299, -4.6682], [-5.6128, -0.1482, -4.2896], [-5.4821, -0.6581, -3.0355], [-4.1737, -0.7075, -2.6523], [-3.3767, -0.1782, -3.6978], [-1.7363, 0.0903, -3.7112], [-2.8797, 0.8988, -5.9927], [-4.3490, 1.8455, -6.0236], [-4.4325, 0.2949, -6.8476], [-6.4832, 0.0732, -4.8879], [-6.2096, -1.2095, -2.4148], [-3.7700, -1.0912, -1.7812]], "relative_energy_kcal_mol": 21.3, "homo_energy_ev": [-1.03, -1.03], "charge": -2, "total_energy_ev": -141735.756}